[1]
{"formula": "C11H16N4O3", "method": "ωB97M-V with the def2-TZVPD basis set", "elements": ["C", "C", "C", "C", "C", "C", "C", "C", "C", "C", "C", "H", "H", "H", "H", "H", "H", "H", "H", "H", "H", "H", "H", "H", "H", "H", "H", "N", "N", "N", "N", "O", "O", "O"], "positions_angstrom": [[-0.95348, -1.12408, 1.71221], [0.48936, -1.35238, 0.90584], [-1.35936, -2.60896, 2.00719], [-2.22968, -2.91623, 0.72092], [-3.08994, -1.67465, 0.74925], [1.87762, -0.12658, -0.84952], [2.91854, 0.30346, 0.23172], [1.89507, 1.03221, -1.88048], [0.94625, 2.10527, -1.70367], [1.12125, 3.36322, -1.46457], [-1.06533, 2.99879, -1.40252], [-2.43577, 0.31585, 0.91274], [-0.66664, -0.38251, 2.47587], [-2.05255, -2.65086, 2.96864], [-0.55538, -3.30264, 2.28130], [-2.85639, -3.76592, 0.92186], [-1.33982, -2.94699, -0.11993], [-3.70689, -1.42939, -0.19646], [-3.68280, -1.75685, 1.66269], [-0.20327, -0.24334, -0.55880], [2.38790, -0.99936, -1.27465], [2.96014, 1.62240, -1.84369], [1.69897, 0.53797, -2.87561], [1.98591, 4.06741, -1.40743], [-2.12754, 3.29632, -1.49813], [-0.48119, 4.98761, -1.25880], [4.60919, -0.26899, 0.81514], [-2.01854, -0.69730, 0.84285], [0.65739, -0.67022, -0.29225], [-0.41380, 1.83748, -1.74805], [-0.14454, 3.94559, -1.36542], [1.24394, -2.13272, 1.34087], [2.64342, 1.08221, 1.14962], [3.94797, -0.44583, 0.04124]], "mulliken_charge": [0.035, 0.054, -0.809, -0.468, -0.569, 0.198, 0.151, -0.492, 0.663, -0.720, -0.346, 0.206, 0.399, 0.241, 0.380, 0.384, 0.211, 0.310, 0.288, 0.409, 0.212, 0.191, 0.316, 0.347, 0.350, 0.289, 0.408, -0.334, -0.042, -0.551, -0.068, -0.610, -0.601, -0.433], "smiles": "O=C(O)[C@H](Cc1c[nH]cn1)NC(=O)[C@@H]1CCCN1", "homo_energy_ev": -7.96, "gap_ev": 8.56, "charge": 0}

[2]
{"formula": "C42H34BrN7OPV", "method": "ωB97M-V with the def2-TZVPD basis set", "elements": ["V", "Br", "C", "C", "C", "C", "C", "C", "N", "C", "C", "C", "C", "C", "C", "N", "H", "H", "H", "H", "H", "H", "H", "H", "H", "O", "C", "C", "C", "C", "C", "C", "C", "P", "C", "C", "C", "C", "C", "C", "C", "C", "C", "C", "C", "C", "H", "H", "H", "H", "H", "H", "H", "H", "H", "H", "H", "H", "H", "H", "C", "C", "N", "C", "C", "N", "C", "N", "N", "N", "C", "C", "C", "C", "C", "C", "H", "H", "H", "H", "H", "H", "H", "H", "H", "H", "H"], "positions_angstrom": [[-0.07913, 1.72920, -1.87289], [6.20036, -2.18325, -3.46104], [4.85327, -0.90918, -3.11248], [5.05561, 0.05317, -2.13532], [4.05384, 0.97598, -1.87430], [2.85615, 0.93608, -2.57942], [2.68815, -0.00544, -3.57988], [3.67924, -0.93944, -3.84546], [1.82104, 1.88945, -2.28847], [2.22758, 3.19223, -2.40450], [1.31713, 4.21241, -2.04335], [1.57087, 5.58739, -2.18591], [0.62795, 6.47936, -1.74680], [-0.55948, 6.00638, -1.16574], [-0.76673, 4.65363, -1.09481], [0.13364, 3.75743, -1.53930], [5.98178, 0.07617, -1.57751], [4.18701, 1.71309, -1.09096], [1.77760, 0.00512, -4.16278], [3.54209, -1.68089, -4.62178], [3.21408, 3.43314, -2.77810], [2.49849, 5.91400, -2.63646], [0.79674, 7.54379, -1.84845], [-1.31352, 6.68716, -0.79777], [-1.67681, 4.24400, -0.67911], [-2.02884, 2.14184, -2.28243], [-1.80913, 0.94545, -2.05026], [-2.58023, -0.24645, -1.74580], [-3.95922, -0.42546, -1.83699], [-4.48968, -1.64201, -1.45374], [-3.64841, -2.65693, -0.98798], [-2.27627, -2.47503, -0.90601], [-1.73045, -1.25456, -1.28586], [0.06424, -0.83522, -1.45624], [0.80371, -1.15381, 0.17704], [2.19693, -1.22613, 0.24707], [2.83059, -1.35381, 1.47382], [2.07696, -1.43490, 2.64087], [0.69138, -1.41510, 2.57149], [0.05421, -1.26635, 1.34574], [0.56052, -2.28812, -2.45152], [1.07136, -3.45768, -1.90000], [1.30544, -4.56277, -2.71120], [1.02353, -4.50980, -4.06893], [0.50236, -3.34638, -4.62225], [0.27344, -2.24475, -3.81602], [-4.59178, 0.37472, -2.20139], [-5.55459, -1.81752, -1.52848], [-4.07549, -3.61082, -0.70359], [-1.63727, -3.28241, -0.56776], [2.78540, -1.21923, -0.66508], [3.91125, -1.40847, 1.51747], [2.56611, -1.53381, 3.60173], [0.10310, -1.52992, 3.47661], [-1.02956, -1.26105, 1.30154], [1.29529, -3.51801, -0.84239], [1.70551, -5.46899, -2.27449], [1.20318, -5.37417, -4.69469], [0.27372, -3.30082, -5.67957], [-0.14023, -1.34137, -4.25314], [-3.20244, 1.31491, 1.07045], [-1.78913, 1.69005, 1.36516], [-0.84504, 1.92773, 0.47962], [0.28614, 2.28007, 1.20205], [0.01557, 2.25685, 2.52447], [-1.31291, 1.88892, 2.62123], [-2.05785, 1.77510, 3.86208], [-1.47965, 0.81194, 4.74621], [-0.45493, 1.17537, 5.56430], [-0.02792, 0.14395, 6.18473], [-0.77289, -0.95113, 5.77178], [-0.65795, -2.30330, 6.11088], [-1.50927, -3.18194, 5.48289], [-2.47132, -2.73322, 4.54847], [-2.59145, -1.40523, 4.20602], [-1.70427, -0.52647, 4.83812], [-3.39380, 1.46683, 0.01443], [-3.90735, 1.92931, 1.63043], [-3.40066, 0.26448, 1.30196], [1.21429, 2.52923, 0.71410], [0.61318, 2.46772, 3.39565], [-3.07403, 1.47106, 3.63124], [-2.07570, 2.73481, 4.37166], [0.07898, -2.63064, 6.83246], [-1.44681, -4.23897, 5.70268], [-3.13470, -3.45691, 4.09269], [-3.33213, -1.07163, 3.48931]], "mulliken_charge": [-0.267, -0.169, -0.077, -0.766, -0.189, -0.682, 0.143, -0.653, 0.724, -0.500, 0.315, -1.255, -0.240, -0.978, -0.167, 0.338, 0.453, 0.498, 0.513, 0.491, 0.458, 0.492, 0.438, 0.420, 0.416, -0.648, 0.541, -0.301, -0.028, -0.757, -0.841, -0.215, 0.171, 1.072, 0.606, -0.519, -1.065, -0.768, 0.069, -0.722, 1.400, -0.553, -0.749, -0.597, -0.838, -0.531, 0.548, 0.457, 0.506, 0.549, 0.596, 0.464, 0.466, 0.164, 0.413, 0.452, 0.458, 0.420, 0.443, 0.341, -1.934, 1.043, 0.626, -0.662, -1.021, 0.364, -1.538, 0.750, -0.606, -0.521, 0.513, -0.594, -0.588, -0.592, -0.718, 1.014, 0.264, 0.724, 0.102, 0.554, 0.541, 0.668, 0.177, 0.461, 0.396, 0.426, 0.393], "multiplicity": 4, "s_squared": 3.799, "homo_energy_ev": [-8.88, -10.81], "gap_ev": [5.83, 7.47], "charge": 1}

[3]
{"formula": "C29H33N4RuSi", "method": "ωB97M-V with the def2-TZVPD basis set", "elements": ["Ru", "C", "C", "N", "C", "C", "C", "C", "C", "C", "C", "N", "C", "C", "N", "N", "H", "H", "H", "H", "H", "H", "H", "H", "H", "H", "H", "H", "H", "H", "H", "H", "H", "H", "C", "C", "C", "C", "C", "C", "Si", "C", "C", "C", "C", "C", "C", "C", "C", "C", "C", "C", "C", "H", "H", "H", "H", "H", "H", "H", "H", "H", "H", "H", "H", "H", "H", "H"], "positions_angstrom": [[-0.73268, -0.63390, -0.16328], [-2.32123, -2.67354, -1.42537], [-2.45255, -1.50156, -2.43609], [-2.26817, -0.21012, -1.70171], [-1.80510, 1.04984, -2.34563], [-1.64474, 2.00194, -1.19405], [-1.93061, 3.35212, -1.15554], [-1.94693, 3.98473, 0.08590], [-1.76411, 3.25414, 1.25764], [-1.48206, 1.90693, 1.14906], [-1.47291, 0.86697, 2.23413], [-2.09357, -0.32277, 1.59293], [-2.14381, -1.67191, 2.24074], [-2.14875, -2.76374, 1.13453], [-2.65709, -2.14309, -0.09713], [-1.35938, 1.36011, -0.06167], [-1.28623, -3.02775, -1.41102], [-2.93825, -3.52089, -1.72696], [-3.43459, -1.53387, -2.90867], [-1.70398, -1.58333, -3.22224], [-3.13380, -0.00463, -1.21288], [-2.53165, 1.44504, -3.05787], [-0.86761, 0.87997, -2.87166], [-2.16310, 3.89223, -2.06386], [-2.17879, 5.04043, 0.14378], [-1.86213, 3.72255, 2.22801], [-2.03597, 1.22867, 3.09663], [-0.46156, 0.61762, 2.55992], [-3.03693, -0.07775, 1.30967], [-3.03716, -1.77041, 2.85801], [-1.28073, -1.78610, 2.89306], [-2.71797, -3.63994, 1.44864], [-1.12377, -3.09556, 0.96163], [-3.65839, -1.98978, -0.01680], [2.14634, 1.34193, -4.29449], [1.39539, 0.21584, -3.97129], [1.21199, -0.11973, -2.63961], [1.77632, 0.66634, -1.61726], [2.50876, 1.81031, -1.95909], [2.69126, 2.14105, -3.29449], [1.59583, 0.10517, 0.10919], [1.52562, -1.76266, 0.27584], [1.27295, -2.34031, 1.54552], [1.60601, -3.65912, 1.79391], [2.19576, -4.42047, 0.78935], [2.45491, -3.87009, -0.46809], [2.12378, -2.55701, -0.73383], [1.93425, 1.16233, 1.54391], [1.60824, 2.52601, 1.43278], [1.87837, 3.39236, 2.47830], [2.46992, 2.91006, 3.64262], [2.81194, 1.56760, 3.75538], [2.54758, 0.69207, 2.71412], [2.31419, 1.59179, -5.33426], [0.98188, -0.40302, -4.75780], [0.65439, -1.02529, -2.39206], [2.95203, 2.42839, -1.18723], [3.27322, 3.01504, -3.55589], [0.87149, -1.73192, 2.34791], [1.43557, -4.08988, 2.77219], [2.47702, -5.44600, 0.99361], [2.93700, -4.46621, -1.23142], [2.38331, -2.13058, -1.69140], [1.16572, 2.90735, 0.51718], [1.64930, 4.44598, 2.38010], [2.67727, 3.58835, 4.46003], [3.29922, 1.20642, 4.65128], [2.84945, -0.34474, 2.80308]], "mulliken_charge": [-0.067, -0.420, -0.648, -0.268, -0.300, 0.137, -1.060, -0.584, -1.057, 0.469, -0.726, -0.208, -0.642, -0.197, -0.399, 1.486, 0.123, 0.536, 0.421, 0.296, 0.239, 0.713, -0.157, 0.602, 0.512, 0.614, 0.612, 0.042, 0.258, 0.427, 0.349, 0.598, -0.103, 0.314, -0.749, -0.758, -1.239, 1.581, -0.600, -0.765, 0.594, 1.562, -0.701, -1.030, -0.694, -0.830, -1.090, 0.462, -0.146, -0.852, -0.640, -0.790, -0.158, 0.470, 0.512, 0.591, 0.538, 0.491, 0.825, 0.539, 0.467, 0.523, 0.563, 0.468, 0.510, 0.455, 0.473, 0.510], "homo_energy_ev": -17.34, "gap_ev": 6.80, "charge": 3}

Computed values of max |F| (unit: eV/Å) for the preceding records, in sequence: 6.37, 2.10, 4.04.